[1]
{"formula": "C7H8N4", "method": "ωB97M-V/def2-TZVPD", "species": ["C", "C", "C", "C", "C", "C", "C", "H", "H", "H", "H", "H", "H", "H", "H", "N", "N", "N", "N"], "positions_angstrom": [[0.880, -1.313, -0.385], [1.938, -0.540, 0.039], [1.753, 0.822, 0.452], [0.591, 1.464, 0.404], [-0.487, 0.605, 0.096], [-1.638, -1.152, -0.580], [-0.348, -0.694, -0.437], [1.995, -2.641, -1.425], [1.111, -3.203, -0.052], [2.956, -0.982, 0.386], [2.564, 1.398, 0.727], [0.418, 2.649, 2.118], [1.011, 3.528, 0.883], [-2.328, 1.607, 0.795], [-1.734, -2.175, -1.039], [0.950, -2.670, -0.895], [0.293, 2.731, 1.074], [-1.841, 0.810, 0.113], [-2.565, -0.204, -0.283]], "total_charge": 0, "orbital_gap_ev": 8.948, "energy_ev": -13346.921, "smiles": "Nc1ccc(N)c2[nH]ncc12", "e_homo_ev": -8.2, "e_above_lowest_kj_mol": 217.7, "lumo_ev": 0.7223}


[2]
{"formula": "C6H15N3", "method": "ωB97M-V/def2-TZVPD", "species": ["C", "C", "C", "C", "C", "N", "C", "N", "N", "H", "H", "H", "H", "H", "H", "H", "H", "H", "H", "H", "H", "H", "H", "H"], "positions_angstrom": [[-0.050, 0.779, 0.763], [0.646, 2.078, 1.013], [-0.606, 0.067, 1.955], [1.439, -0.815, 0.167], [0.540, -0.269, -2.333], [-0.764, 0.616, -0.423], [-0.193, -0.617, -1.050], [-2.204, -1.657, -0.640], [-0.882, -1.740, -1.004], [-0.650, 1.404, -1.048], [-2.456, -0.763, -0.214], [-2.479, -2.464, -0.095], [1.007, 2.532, 0.089], [-0.010, 2.800, 1.518], [1.507, 1.919, 1.670], [-1.528, 0.568, 2.288], [-0.857, -0.966, 1.717], [0.101, 0.074, 2.785], [1.730, -1.661, -0.454], [2.235, -0.071, 0.112], [1.350, -1.244, 1.161], [0.998, -1.168, -2.741], [1.311, 0.487, -2.177], [-0.186, 0.112, -3.059]], "total_charge": 0, "orbital_gap_ev": [7.000, 7.816], "energy_ev": -10930.647, "e_homo_ev": [-6.5, -7.0], "e_above_lowest_kj_mol": 507.8, "lumo_ev": [0.4744, 0.8437]}


[3]
{"formula": "C29H31GaN4SSb", "method": "ωB97M-V/def2-TZVPD", "species": ["Ga", "C", "C", "N", "N", "C", "N", "S", "C", "C", "C", "C", "C", "N", "H", "H", "H", "H", "H", "H", "H", "H", "H", "C", "C", "C", "C", "C", "C", "C", "Sb", "C", "C", "C", "C", "C", "C", "C", "C", "C", "C", "C", "C", "C", "C", "H", "H", "H", "H", "H", "H", "H", "H", "H", "H", "H", "H", "H", "H", "H", "H", "H", "H", "H", "H", "H", "H"], "positions_angstrom": [[-0.999, 1.105, 0.956], [-4.378, 3.532, 1.595], [-3.077, 2.782, 1.656], [-2.630, 1.963, 0.765], [-3.485, 1.788, -0.319], [-3.295, 0.624, -0.844], [-3.984, 0.123, -1.896], [-2.205, -0.457, -0.117], [-2.177, 2.889, 2.798], [-2.429, 3.539, 3.995], [-1.444, 3.476, 4.978], [-0.271, 2.766, 4.728], [-0.125, 2.147, 3.496], [-1.052, 2.204, 2.524], [-4.541, 3.922, 0.585], [-4.392, 4.387, 2.273], [-5.196, 2.854, 1.853], [-4.931, 0.463, -1.886], [-3.898, -0.885, -1.842], [-3.357, 4.060, 4.181], [-1.594, 3.963, 5.937], [0.508, 2.685, 5.476], [0.759, 1.568, 3.246], [2.211, -2.254, -2.796], [2.455, -2.937, -1.483], [3.273, -4.082, -1.450], [3.515, -4.749, -0.247], [2.941, -4.286, 0.935], [2.125, -3.154, 0.918], [1.878, -2.468, -0.279], [0.578, -0.745, -0.115], [-0.948, -1.646, -1.366], [-1.312, -2.961, -1.044], [-2.288, -3.632, -1.781], [-2.917, -2.994, -2.849], [-2.570, -1.684, -3.182], [-1.586, -0.996, -2.450], [-1.235, 0.408, -2.844], [2.212, 0.657, -0.400], [2.448, 1.204, -1.669], [3.490, 2.109, -1.874], [4.309, 2.483, -0.810], [4.086, 1.955, 0.462], [3.040, 1.040, 0.681], [2.820, 0.488, 2.061], [2.729, -2.773, -3.631], [2.599, -1.222, -2.758], [1.127, -2.242, -3.028], [3.727, -4.462, -2.357], [4.146, -5.628, -0.233], [3.126, -4.805, 1.867], [1.682, -2.807, 1.842], [-0.835, -3.469, -0.216], [-2.559, -4.648, -1.524], [-3.675, -3.515, -3.420], [-3.071, -1.208, -4.016], [-1.844, 0.758, -3.704], [-0.177, 0.445, -3.152], [-1.411, 1.103, -2.000], [1.830, 0.932, -2.505], [3.663, 2.521, -2.860], [5.117, 3.186, -0.971], [4.731, 2.260, 1.276], [3.554, 0.897, 2.788], [2.931, -0.614, 2.047], [1.804, 0.753, 2.417], [0.474, 1.284, 1.582]], "total_charge": 1, "orbital_gap_ev": 4.759, "energy_ev": -106272.414, "e_homo_ev": -9.3, "e_above_lowest_kj_mol": 0.0, "lumo_ev": -4.5588}


[4]
{"formula": "C6H35NO12", "method": "ωB97M-V/def2-TZVPD", "species": ["C", "N", "C", "C", "C", "C", "C", "H", "H", "H", "H", "H", "H", "H", "H", "H", "H", "H", "H", "H", "O", "H", "H", "O", "H", "H", "O", "H", "H", "O", "H", "H", "O", "H", "H", "O", "H", "H", "O", "H", "H", "O", "H", "H", "O", "H", "H", "O", "H", "H", "O", "H", "H", "O"], "positions_angstrom": [[-0.680, -3.580, -0.643], [-0.658, -2.180, -0.171], [0.379, -1.383, -0.854], [0.552, 3.181, 1.224], [1.106, 2.097, 0.699], [0.441, 1.066, -0.142], [0.669, -0.222, 0.050], [-0.557, -3.631, -1.725], [-1.565, -4.095, -0.283], [0.227, -4.090, -0.274], [-0.673, -2.246, 0.835], [-0.198, -1.014, -1.706], [1.261, -1.962, -1.121], [-0.486, 3.463, 1.075], [1.123, 3.909, 1.787], [2.115, 1.870, 1.040], [-0.043, 1.567, -0.976], [1.349, -0.471, 0.848], [-1.891, 1.860, -2.795], [-0.512, 2.450, -2.648], [-1.454, 2.634, -2.420], [1.312, 2.414, -4.117], [1.565, 1.534, -2.793], [0.893, 1.975, -3.369], [-1.806, -1.236, -2.477], [-3.188, -0.513, -2.272], [-2.298, -0.396, -2.592], [-2.138, 0.733, -0.662], [-2.693, 2.220, -0.772], [-2.895, 1.307, -0.487], [-2.911, -2.104, -0.314], [-4.222, -1.515, -0.687], [-3.629, -2.253, -0.943], [-2.248, 1.369, 2.716], [-2.041, 1.326, 1.104], [-1.914, 0.864, 1.957], [3.257, -0.077, -1.686], [2.932, 1.174, -0.994], [2.725, 0.754, -1.822], [4.806, -0.854, -0.896], [3.699, -1.381, 0.177], [4.000, -1.399, -0.752], [-4.788, 0.295, 0.118], [-3.791, -0.121, 1.192], [-4.651, -0.350, 0.812], [3.443, -0.724, 2.447], [4.746, 0.068, 2.046], [4.255, -0.754, 1.893], [-0.129, -0.682, 3.690], [-0.205, 0.034, 2.218], [0.175, -0.679, 2.787], [2.802, -0.299, 4.877], [1.738, 0.025, 3.821], [2.691, 0.021, 3.978]], "total_charge": 0, "orbital_gap_ev": 8.961, "energy_ev": -32848.895, "e_homo_ev": -8.9, "e_above_lowest_kj_mol": 454.4, "lumo_ev": 0.0581}


[5]
{"formula": "C2F18NO4P2S2V", "method": "ωB97M-V/def2-TZVPD", "species": ["V", "P", "F", "F", "F", "F", "F", "F", "P", "F", "F", "F", "F", "F", "F", "C", "F", "F", "F", "S", "O", "O", "N", "S", "O", "O", "C", "F", "F", "F"], "positions_angstrom": [[-0.727, 0.035, -0.696], [-2.735, 1.243, -2.391], [-3.608, 0.451, -3.443], [-3.961, 2.098, -1.903], [-3.034, 0.067, -1.256], [-1.778, 1.916, -1.179], [-1.385, 0.344, -2.798], [-2.290, 2.346, -3.421], [-0.745, -2.848, -0.123], [-0.320, -3.496, 1.269], [-2.194, -3.458, -0.008], [-1.272, -1.472, 0.710], [-1.194, -2.049, -1.486], [0.672, -2.032, -0.212], [-0.181, -4.049, -0.973], [3.212, 0.282, -0.370], [4.214, 0.845, -1.058], [2.822, -0.830, -0.994], [3.621, -0.012, 0.855], [1.800, 1.499, -0.379], [2.346, 2.762, -0.086], [1.145, 1.300, -1.655], [0.682, 0.897, 0.690], [0.901, 1.425, 2.222], [2.265, 1.707, 2.511], [-0.093, 2.363, 2.594], [0.522, -0.065, 3.198], [1.418, -1.022, 2.946], [0.602, 0.271, 4.492], [-0.703, -0.519, 2.948]], "total_charge": -1, "orbital_gap_ev": [9.594, 11.541], "multiplicity": 4, "energy_ev": -126620.365, "s2": 3.7526, "e_homo_ev": [-6.7, -8.7], "e_above_lowest_kj_mol": 0.0, "lumo_ev": [2.8829, 2.8638]}


[6]
{"formula": "C5H9F6O5PZn", "method": "ωB97M-V/def2-TZVPD", "species": ["Zn", "C", "C", "O", "O", "H", "H", "H", "C", "C", "O", "O", "H", "H", "H", "C", "O", "H", "H", "H", "P", "F", "F", "F", "F", "F", "F"], "positions_angstrom": [[0.095, 0.503, -0.327], [2.061, -4.579, -3.095], [2.043, -3.077, -2.693], [3.044, -2.379, -2.757], [1.012, -2.580, -2.153], [3.043, -4.805, -3.510], [1.200, -4.614, -3.763], [1.695, -5.123, -2.223], [-3.932, 3.972, -1.716], [-2.876, 2.918, -1.360], [-2.614, 2.643, -0.156], [-2.152, 2.330, -2.172], [-4.786, 4.003, -1.040], [-4.431, 3.813, -2.672], [-3.443, 4.944, -1.649], [3.746, 3.339, 1.116], [3.121, 2.322, 0.359], [3.555, 4.312, 0.664], [3.532, 3.365, 2.184], [4.820, 3.362, 0.928], [-1.236, -2.115, 3.744], [-0.122, -2.337, 4.916], [-2.433, -2.967, 4.545], [-1.723, -0.739, 4.498], [-2.340, -1.808, 2.578], [-0.238, -1.292, 2.822], [-0.641, -3.412, 2.932]], "total_charge": -2, "orbital_gap_ev": 3.318, "energy_ev": -89580.755, "e_homo_ev": -3.0, "e_above_lowest_kj_mol": 816.7, "lumo_ev": 0.3256}


[7]
{"formula": "C36H81N3O6", "method": "ωB97M-V/def2-TZVPD", "species": ["C", "C", "C", "C", "C", "C", "N", "O", "C", "C", "C", "H", "H", "H", "H", "H", "H", "H", "H", "H", "H", "H", "H", "H", "H", "H", "H", "H", "H", "H", "C", "C", "C", "C", "C", "C", "N", "O", "C", "C", "C", "H", "H", "H", "H", "H", "H", "H", "H", "H", "H", "H", "H", "H", "H", "H", "H", "H", "H", "H", "C", "C", "C", "C", "C", "C", "N", "O", "C", "C", "C", "H", "H", "H", "H", "H", "H", "H", "H", "H", "H", "H", "H", "H", "H", "H", "H", "H", "H", "H", "C", "C", "C", "O", "H", "H", "H", "H", "H", "H", "H", "H", "C", "C", "C", "O", "H", "H", "H", "H", "H", "H", "H", "H", "C", "C", "C", "O", "H", "H", "H", "H", "H", "H", "H", "H"], "positions_angstrom": [[-3.765, -7.012, 0.609], [-2.789, -5.867, 0.204], [-1.358, -6.418, 0.503], [-0.820, -7.659, -0.376], [-0.955, -7.122, -1.823], [-2.309, -6.473, -2.317], [-2.809, -5.564, -1.268], [-3.950, -4.861, -1.625], [-1.870, -5.696, -3.555], [-3.281, -7.608, -2.686], [-3.004, -4.589, 1.079], [-4.804, -6.690, 0.528], [-3.686, -7.283, 1.662], [-3.678, -7.838, -0.096], [-0.616, -5.620, 0.539], [-1.399, -6.710, 1.552], [-1.423, -8.545, -0.177], [0.229, -7.910, -0.221], [-0.750, -7.994, -2.443], [-0.107, -6.450, -1.958], [-1.108, -6.241, -4.113], [-2.708, -5.555, -4.238], [-1.581, -4.689, -3.255], [-4.283, -7.463, -2.283], [-3.204, -8.009, -3.697], [-3.029, -8.478, -2.079], [-4.062, -4.330, 1.046], [-2.401, -3.776, 0.672], [-2.816, -4.697, 2.147], [-3.647, -3.952, -1.565], [2.378, 5.638, 5.987], [1.412, 6.350, 5.084], [1.054, 7.726, 5.754], [0.309, 8.674, 4.878], [1.153, 9.052, 3.725], [1.638, 7.830, 2.921], [2.160, 6.766, 3.854], [2.648, 5.650, 3.132], [0.477, 7.321, 2.030], [2.746, 8.227, 1.946], [0.271, 5.367, 4.829], [3.186, 6.354, 6.140], [2.664, 4.756, 5.414], [1.909, 5.423, 6.947], [0.401, 7.512, 6.600], [1.863, 8.271, 6.240], [-0.003, 9.607, 5.348], [-0.589, 8.262, 4.418], [2.012, 9.498, 4.225], [0.816, 9.815, 3.023], [0.384, 6.235, 1.994], [-0.419, 7.784, 2.444], [0.609, 7.681, 1.010], [2.877, 7.500, 1.145], [2.577, 9.195, 1.476], [3.687, 8.286, 2.493], [0.635, 4.551, 4.205], [-0.493, 5.905, 4.269], [-0.256, 5.042, 5.726], [3.588, 5.631, 3.326], [-5.031, 2.509, 0.000], [-5.440, 2.816, -1.388], [-5.884, 4.334, -1.440], [-6.119, 4.956, -2.799], [-4.792, 4.715, -3.600], [-4.304, 3.242, -3.686], [-4.432, 2.609, -2.406], [-3.805, 1.420, -2.253], [-5.016, 2.452, -4.823], [-2.768, 3.264, -4.148], [-6.634, 1.954, -1.810], [-3.984, 2.787, 0.122], [-5.189, 1.466, 0.275], [-5.651, 2.955, 0.777], [-6.824, 4.412, -0.893], [-5.231, 4.990, -0.864], [-6.433, 5.994, -2.691], [-6.959, 4.519, -3.339], [-3.998, 5.299, -3.135], [-5.015, 5.015, -4.624], [-4.664, 2.832, -5.782], [-4.765, 1.399, -4.942], [-6.088, 2.649, -4.815], [-2.308, 2.286, -4.288], [-2.741, 3.889, -5.040], [-2.112, 3.751, -3.427], [-6.367, 0.902, -1.914], [-7.021, 2.180, -2.803], [-7.447, 2.042, -1.090], [-3.128, 1.688, -1.628], [3.161, -1.145, 1.213], [2.870, -0.272, -0.003], [2.465, -1.134, -1.152], [1.833, 0.587, 0.242], [3.786, -1.984, 0.906], [2.321, -1.409, 1.856], [3.918, -0.577, 1.755], [3.731, 0.341, -0.265], [3.215, -1.824, -1.538], [2.200, -0.351, -1.863], [1.635, -1.797, -0.909], [2.167, 1.192, 0.907], [6.781, -3.423, -6.696], [7.674, -3.203, -7.888], [7.775, -4.283, -8.966], [7.158, -2.072, -8.592], [7.298, -4.026, -5.949], [5.936, -4.015, -7.047], [6.576, -2.539, -6.093], [8.633, -2.792, -7.572], [8.309, -4.077, -9.894], [6.783, -4.552, -9.328], [8.127, -5.190, -8.474], [6.292, -2.344, -8.903], [3.985, -6.148, 6.145], [5.358, -6.194, 6.744], [5.981, -4.849, 7.023], [5.126, -6.928, 7.935], [3.224, -5.687, 6.775], [3.629, -7.141, 5.872], [3.832, -5.574, 5.231], [5.909, -6.760, 5.992], [7.013, -4.852, 7.373], [5.279, -4.337, 7.681], [5.979, -4.286, 6.090], [4.481, -6.490, 8.495]], "total_charge": 0, "orbital_gap_ev": 7.825, "energy_ev": -55393.589, "smiles": "CC1(C)CCCC(C)(C)N1O.CC1(C)CCCC(C)(C)N1O.CC1(C)CCCC(C)(C)N1O.CC(C)O.CC(C)O.CC(C)O", "e_homo_ev": -7.6, "e_above_lowest_kj_mol": 586.4, "lumo_ev": 0.2582}


[8]
{"formula": "C5H10O", "method": "ωB97M-V/def2-TZVPD", "species": ["O", "C", "C", "C", "C", "C", "H", "H", "H", "H", "H", "H", "H", "H", "H", "H"], "positions_angstrom": [[1.320, 1.627, 1.722], [1.096, 2.233, 0.564], [-0.871, -0.001, 0.170], [-0.407, -1.475, 0.261], [0.107, -1.333, -1.186], [0.182, 0.191, -0.947], [0.548, 1.571, 2.320], [-0.014, 2.440, 0.526], [-0.868, 0.547, 1.127], [-1.896, 0.069, -0.220], [-1.155, -2.242, 0.479], [0.429, -1.549, 0.972], [1.041, -1.831, -1.472], [-0.692, -1.542, -1.911], [1.189, 0.453, -0.590], [-0.010, 0.841, -1.814]], "total_charge": 0, "orbital_gap_ev": 9.339, "energy_ev": -7390.239, "e_homo_ev": -8.7, "e_above_lowest_kj_mol": 436.7, "lumo_ev": 0.6107}